Formula: C24H29BBr2CaCl4N3NaO14
Source: the Open Molecules 2025 dataset
Level of theory: wB97M-V/def2-TZVPD

```
79
Properties=species:S:1:pos:R:3
H 5.34509 -0.19097 -1.44070
O -7.04334 8.41963 -4.41678
O 1.43697 -4.80677 0.78918
H -5.38010 3.35820 -5.75127
O 5.51790 -7.03899 3.89899
H 5.47644 -3.31588 4.06347
O -9.14532 8.05267 -5.42821
H 0.24825 2.93557 -3.06399
H 1.04962 -7.25682 2.57410
H 3.51487 -1.67812 3.36143
H 0.51937 -1.88109 6.16921
C 5.99878 -0.89849 0.51877
Cl -8.29943 7.71193 -4.31111
C -1.44112 -0.58072 3.84248
H -4.39857 4.79061 -5.37165
Br 4.08014 -2.30088 -1.06085
C 3.56642 -2.73951 2.99624
C 3.54249 -5.41842 1.89173
O -2.19271 -5.34910 7.15450
C 0.63675 3.07242 -2.06161
Cl -6.58819 3.55725 -2.29636
H -0.61258 4.76901 -1.64720
H 5.99918 -1.82158 1.11069
H -4.26550 3.47933 -2.57546
O -4.90605 4.72770 -7.99041
C 1.62335 3.41761 0.51592
C -0.91739 2.13235 -6.04078
H -1.39705 0.02842 5.99681
H 2.00459 3.55012 1.52228
H 0.77441 -2.86110 3.88133
O 0.66644 -7.04117 1.69629
B 0.60362 -5.63461 1.66972
H 6.98354 -0.42848 0.58880
C 4.66731 -5.03498 2.81375
O 6.94479 -6.15733 2.45206
H -0.97482 1.10661 -5.67634
H 7.45793 -6.89056 2.86118
C 2.11286 2.39133 -0.28397
N 2.50067 -3.14355 2.14561
H 6.40298 -1.61067 -1.47715
H -1.34297 2.17915 -7.04337
H 1.71537 -2.52536 1.89946
H 0.12800 2.43862 -6.08231
C 1.62077 2.22049 -1.57331
H -6.12019 4.76188 -4.95965
O -2.47152 -3.73761 5.89485
C 0.15121 4.10184 -1.26409
N 0.12735 -2.12376 4.08724
H 2.00438 1.42114 -2.19860
C 5.60674 -1.11127 -0.92396
O -8.95911 8.08200 -3.07399
C -0.05484 -1.55320 5.31766
Cl -4.55042 3.42834 -0.23505
H -2.19160 0.05596 3.40061
Cl -4.84719 1.24234 -2.13803
O -0.30422 -5.00961 2.57872
C -4.97437 2.99141 -1.90699
H 2.87850 1.72324 0.09720
N -2.25466 3.73561 -4.43417
Na -5.68007 1.98362 1.69783
C -1.72229 -4.71183 6.17578
C 2.50093 -4.42952 1.61190
C 0.64571 4.27519 0.02390
C 4.66283 -3.64992 3.36696
C 5.71949 -6.13455 3.11560
H 0.26802 5.07946 0.64513
O -6.72523 5.73960 -7.09233
Br 4.78214 0.33854 1.39541
C -1.02569 -0.59471 5.19852
O -8.04912 6.28071 -4.30798
O -0.67571 -4.99760 5.57694
C -0.71151 -1.53320 3.18093
H -0.71709 -1.84254 2.14653
C -5.70318 5.03413 -7.08004
H 0.26215 -4.82617 3.36471
Ca 7.46926 -2.80586 -0.66794
H 3.47768 -6.43016 1.41753
C -5.38136 4.44993 -5.69924
C -1.67078 3.03272 -5.13297
```

## Properties
Relative energy (zero: lowest compared OMol25 entry of this formula, charge and spin), eV: 0.000
HOMO, eV: -5.62
Gap between HOMO and LUMO, eV: 0.85
Net charge: 0

Mulliken charges, unit e, in atom order: 0.441, -0.675, -0.639, 0.267, -0.472, 0.470, -0.644, 0.205, 0.354, 0.591, 0.441, -0.829, 1.663, -0.591, 0.099, -0.006, -0.591, -0.439, -0.465, -0.056, -0.024, 0.485, 0.255, -0.002, -0.668, -0.427, -0.899, 0.419, 0.365, -0.061, -0.491, 0.674, 0.510, 0.940, -0.412, 0.270, 0.369, 0.411, 0.326, 0.136, 0.341, 0.373, 0.301, -0.618, -0.030, -0.419, -0.595, 0.583, 0.342, -0.384, -0.682, -0.752, -0.201, 0.422, -0.127, -0.374, 0.435, -0.145, -0.362, 0.902, 0.804, 0.020, -0.398, -0.487, -0.279, 0.405, -0.444, -0.117, -0.389, -0.632, -0.541, -0.473, 0.427, 0.448, 0.231, 0.192, 0.591, -0.059, 0.390



Formula: C3H4O3S2
Source: the Open Molecules 2025 dataset
Level of theory: wB97M-V/def2-TZVPD

```
12
Properties=species:S:1:pos:R:3
S 2.15080 0.05274 -0.35557
C -0.35140 -0.76231 0.19863
C 0.79185 -0.67185 -0.83709
O -1.29008 -1.72619 -0.40855
S -0.44193 1.72844 1.60721
H 0.69370 0.99813 1.94115
H -2.09359 -1.11380 -0.80158
O -2.13242 0.75742 -0.12131
O 0.67050 -1.45129 -1.92499
H 0.06933 -1.38205 1.06846
C -1.09333 0.51796 0.48902
H -0.07792 -2.14363 -1.69877
```

## Properties
Relative energy (zero: lowest compared OMol25 entry of this formula, charge and spin), eV: 0.784
HOMO, eV: -9.18
SMILES string: O=C(S)[C@@H](O)C(O)=S
Gap between HOMO and LUMO, eV: 8.85
Net charge: 0

natural (NBO) charges, unit e, in atom order: -0.040, -0.121, 0.208, -0.751, 0.063, 0.161, 0.512, -0.556, -0.644, 0.252, 0.392, 0.524



Formula: C21H43CeN2P3S
Source: the Open Molecules 2025 dataset
Level of theory: wB97M-V/def2-TZVPD

```
71
Properties=species:S:1:pos:R:3
H -2.09788 1.47699 2.48827
Ce 1.08865 0.01697 -2.35363
P 2.42004 -1.91809 3.18212
H 1.68958 3.41530 -3.19801
H -0.23080 5.24514 -4.00770
C 4.53682 1.94774 -2.88894
H 3.85372 3.85041 -0.15632
H 0.58992 -3.44947 2.99529
H 3.70692 -0.71409 -4.32652
H -2.05635 -0.24358 2.01428
C -2.34060 1.90525 -0.21539
S 3.20859 -1.06312 -0.62476
P -0.55059 -2.13472 -1.37423
C -1.41535 -2.59568 -2.92382
N -1.48392 3.46057 -4.01656
H -3.22032 1.49260 -4.04314
H 4.95075 -0.74551 -3.09844
H -3.01471 1.11731 -0.57101
H 2.63868 0.36412 2.50235
H 1.33060 0.19334 3.69400
H 1.51683 -3.44405 -1.36599
C 4.35500 3.08435 -2.14966
C 0.02527 2.72819 0.94665
H 3.31065 1.53360 0.73872
C -1.24111 2.17223 -3.70725
C 3.31143 0.63430 -1.21775
H 0.52610 -3.75975 0.07354
H -2.36359 3.81973 -4.36592
H 2.65280 1.23301 -3.28037
H 0.92392 2.49923 1.54127
H -1.26985 -3.66405 -3.11967
H 0.31482 3.29251 0.04714
H -2.48703 -2.37899 -2.84247
C 0.63888 3.29724 -3.42524
H 2.22922 -2.03048 -2.85072
H -0.63331 0.50242 2.81264
H 5.32633 1.84244 -3.65911
C 0.83075 -2.61876 3.66477
H 0.06291 -4.47410 -1.51155
H 0.02926 -1.87290 3.60516
H -1.94259 0.38535 -4.65551
H 4.69484 -2.33917 3.78378
H 0.87753 -3.00041 4.69129
H -1.02337 -2.03020 -3.78336
H 3.79488 -2.60445 -2.36274
H 3.02394 0.17094 4.23024
C 2.34185 -0.14051 3.43051
H 2.80304 -2.15026 1.81422
C 3.19108 -1.67867 -2.39877
H -0.66679 3.33714 1.55268
C 3.86487 -0.59342 -3.24236
C -0.30207 4.18659 -3.83421
H 3.64745 -3.74139 4.11767
H 4.64842 4.08545 -2.51524
N 0.05632 2.01521 -3.35977
H -2.52919 -3.07021 -0.30008
C -1.84741 -2.23183 -0.09445
C 3.85461 2.97183 -0.82334
C -1.45341 0.67370 2.09645
H -2.42588 -1.29482 -0.07245
C 3.40670 1.73567 -0.33674
H -1.38617 -2.37366 0.89571
P -0.78611 1.15116 0.42191
H -2.11139 2.58304 -1.04569
C -2.22649 1.07152 -3.83480
H 3.63945 -2.35288 5.24210
C 0.48724 -3.59550 -1.01199
C 3.56738 0.81344 -2.69975
H -2.84392 2.47031 0.58038
H -2.28222 0.49761 -2.89157
C 3.72365 -2.65107 4.18658
```

## Properties
HOMO (spin up / spin down), eV: -19.12 / -19.20
Gap between HOMO and LUMO (spin up / spin down), eV: 5.63 / 5.88
Net charge: +4

Mulliken charges, unit e, in atom order: 0.481, -0.004, 0.963, 0.307, 0.442, -0.711, 0.519, 0.413, 0.241, 0.400, -1.299, 0.050, 1.137, -1.304, -0.017, 0.457, 0.508, 0.329, -0.197, 0.383, 0.252, -0.965, -1.193, 0.156, 0.264, 0.348, 0.225, 0.237, -0.029, 0.316, 0.421, 0.312, 0.426, -0.169, 0.327, 0.124, 0.498, -1.050, 0.500, 0.319, 0.294, 0.409, 0.383, 0.335, 0.694, 0.496, -0.490, -0.153, -0.509, 0.486, -0.834, -0.700, 0.403, 0.513, 0.236, 0.556, -1.164, -0.390, -1.108, 0.263, -0.197, 0.220, 0.658, 0.272, -0.851, 0.415, -1.123, 1.156, 0.545, -0.014, -1.215



Formula: C4H4O
Source: the Open Molecules 2025 dataset
Level of theory: wB97M-V/def2-TZVPD

```
9
Properties=species:S:1:pos:R:3
C -0.09829 -0.23979 -1.02083
H 0.25740 -0.56033 -1.96737
C 1.24443 -0.13168 1.29183
C -0.06742 -0.54564 0.44946
C -0.82869 0.52882 -0.27605
H -0.56062 -1.41672 0.86080
H -1.51542 1.32581 -0.14469
O 1.68792 -0.76760 2.19764
H 1.69408 0.80419 0.91381
```

## Properties
Relative energy (zero: lowest compared OMol25 entry of this formula, charge and spin), eV: 1.919
HOMO (spin up / spin down), eV: -5.64 / -10.34
Gap between HOMO and LUMO (spin up / spin down), eV: 6.87 / 8.09
Multiplicity: 3
Net charge: 0

natural (NBO) charges, unit e, in atom order: -0.171, 0.229, -0.035, -0.244, -0.174, 0.214, 0.229, -0.274, 0.225



Formula: C7H16N2
Source: the Open Molecules 2025 dataset
Level of theory: wB97M-V/def2-TZVPD

```
25
Properties=species:S:1:pos:R:3
H 0.03158 1.73708 -1.56102
H -3.56137 -0.86539 0.56023
C 2.45182 -1.13032 -0.08709
H -3.32015 1.75601 0.63562
C 0.44003 -0.09342 -0.56605
C 0.84391 1.29615 -0.98213
H 3.04194 -0.34919 0.37565
C 0.69782 0.19166 1.84857
H 0.64811 -0.95740 -2.51197
C -0.06390 -0.96214 -1.68521
H -1.61401 2.35451 0.30299
C -1.84077 0.25567 0.42863
H 2.67193 -1.31596 -1.13099
H 1.72269 1.23619 -1.62698
H 1.06850 1.95282 -0.14680
H -2.11138 -1.68233 0.94610
C -2.27940 1.50931 0.41334
N 0.23533 -0.50844 0.66640
H 2.31657 -2.02725 0.50189
N -2.54993 -0.90655 0.47526
H 1.33766 -0.48739 2.41495
H -0.22667 -1.97785 -1.33344
H -1.01082 -0.56469 -2.05386
H 1.24587 1.11624 1.65706
H -0.17537 0.42269 2.45886
```

## Properties
Relative energy (zero: lowest compared OMol25 entry of this formula, charge and spin), eV: 6.647
HOMO (spin up / spin down), eV: -7.03 / -7.25
Gap between HOMO and LUMO (spin up / spin down), eV: 7.78 / 8.02
Net charge: 0

natural (NBO) charges, unit e, in atom order: 0.239, 0.370, -0.620, 0.194, 0.434, -0.718, 0.178, -0.441, 0.220, -0.684, 0.207, 0.284, 0.180, 0.233, 0.222, 0.394, -0.665, -0.422, 0.187, -0.877, 0.210, 0.234, 0.236, 0.177, 0.227



Formula: C43H33BCaCl2N5O4P
Source: the Open Molecules 2025 dataset
Level of theory: wB97M-V/def2-TZVPD

```
90
Properties=species:S:1:pos:R:3
H 1.40694 3.56884 -3.58360
C 0.37942 -3.98927 -4.24106
C 4.26994 -3.18358 2.44837
H 6.28411 1.23229 2.20982
C -0.57260 3.95038 -4.32442
C 2.08438 -2.34381 1.89946
C 4.35336 -3.75553 1.18627
C -3.81121 -0.43973 4.70129
H -2.99540 -2.23039 -3.68017
H 6.69127 0.50374 -2.54050
N -2.56570 -2.05638 0.05820
H 1.85501 -4.06985 -5.80054
C 1.64994 -3.80930 -4.76882
H -3.47636 -0.43510 -0.02809
H -1.64412 -1.63968 -5.03988
H -4.85799 -0.25999 4.91813
B -2.36816 -1.28056 -4.12965
C -3.23971 0.10992 3.56427
C -0.05543 2.94812 -2.15138
N -2.01629 1.23829 1.31951
C 6.15679 0.76407 -0.50073
C -1.89807 -0.11823 3.26547
O -0.03835 0.10601 1.79270
P 0.64011 -2.61776 -0.39674
C 3.30155 -3.63061 0.28922
H -1.11212 -2.06403 5.93539
H -3.11759 2.39317 -0.54682
H 0.49619 -7.47683 0.59289
C 0.12300 -3.65264 -2.92296
C -2.36888 3.33417 -2.88120
H -0.21988 4.35173 -5.26960
O -3.68539 -1.34128 -0.31689
C -1.14450 -0.90216 4.13227
N 2.72960 0.63842 0.83883
C 3.12736 -2.48187 2.80355
H 2.02093 0.94770 2.71587
C -1.23733 0.44608 2.03481
H -3.34706 -5.65642 0.17897
H -3.58119 -3.58936 -0.80347
C 1.12352 -3.12598 -2.10373
H -3.43164 3.24033 -2.67657
H -0.88473 -3.76541 -2.54212
C -1.94908 3.86533 -4.08286
C -1.51066 -6.71246 0.44695
H 5.24421 -4.29884 0.89351
N -0.83374 -0.38199 -2.04307
H 3.14324 -2.38707 -2.09563
C 2.37627 -2.89155 -2.66481
H -3.50070 -1.65496 6.44893
H 5.09648 -3.27341 3.14331
C 5.88614 0.51472 -1.81758
H 4.30673 1.31236 3.70979
C -2.26585 -5.58204 0.20748
C 2.91740 0.90594 2.10620
C 3.79143 0.56708 0.00193
C 5.11329 0.80389 0.45086
H 1.21279 -1.74786 2.15221
Ca 0.52891 0.59506 -0.45855
C -1.45945 -0.72583 -2.95293
Cl 4.32018 -0.03593 -3.94853
H -3.12038 -0.39445 -4.48818
N -1.33487 1.74121 0.21382
C -1.47294 2.88034 -1.90851
C 0.34154 3.52247 -3.39145
C 3.47063 0.23260 -1.38979
C -0.12786 -6.60527 0.43538
C 4.19632 1.11593 2.65077
C -1.68323 -4.32470 -0.00068
C 2.14937 -2.92237 0.63066
C 2.64190 -3.24813 -3.97977
C 5.28514 1.06694 1.82721
H -1.99411 -7.66580 0.62305
C 4.58431 0.26308 -2.25225
H 3.39055 -4.08913 -0.68642
O 0.82012 2.54608 -1.30237
H -0.42593 -4.36134 -4.86117
H 3.62275 -3.04822 -4.39339
C -2.03364 2.31741 -0.68782
Cl 7.81663 1.05285 -0.00289
C -3.05090 -1.22268 5.56255
C -2.67262 -3.26708 -0.29247
O 2.29577 -0.06688 -1.73186
H -3.82147 0.72250 2.88951
H 1.53489 -5.32470 0.15782
H 3.05899 -2.01379 3.77876
H -0.10522 -1.07856 3.88871
C 0.45654 -5.37390 0.19853
C -1.71297 -1.45077 5.27380
C -0.28461 -4.20707 0.00071
H -2.66421 4.17604 -4.83389
```

## Properties
Relative energy (zero: lowest compared OMol25 entry of this formula, charge and spin), eV: 1.224
HOMO, eV: -2.01
Gap between HOMO and LUMO, eV: 5.97
Net charge: -2

Mulliken charges, unit e, in atom order: 0.401, -0.619, -0.794, 0.383, -0.364, -0.658, -0.982, -0.664, -0.236, 0.438, 0.445, 0.347, -0.756, 0.390, -0.234, 0.366, 0.657, -0.404, 0.805, -0.834, 0.645, 0.680, 0.022, 1.907, 0.094, 0.389, 0.247, 0.426, -0.638, -0.653, 0.340, -0.582, -0.196, 0.864, -0.196, 0.681, -0.408, 0.400, 0.285, 0.759, 0.263, 0.231, -0.706, -0.605, 0.400, -0.884, 0.755, -0.400, 0.362, 0.355, -0.443, 0.444, -0.924, -0.730, -0.359, -0.009, -0.503, 2.238, -0.376, -0.269, -0.204, 0.119, 0.790, -0.699, -0.391, -0.922, -1.171, 0.908, 0.653, -1.216, -0.852, 0.358, 0.612, 0.537, -1.098, 0.421, 0.448, -0.594, -0.339, -0.331, -0.898, -0.564, 0.407, 0.296, 0.437, 0.372, -0.646, -0.765, 0.386, 0.348